{"formula": "C4H12NO", "method": "ωB97M-V with the def2-TZVPD basis set", "symbols": ["C", "N", "H", "H", "H", "H", "C", "O", "C", "C", "H", "H", "H", "H", "H", "H", "H", "H"], "positions_angstrom": [[-1.549, 0.747, 0.719], [-2.591, -0.099, 1.249], [-0.757, 1.319, 1.266], [-1.737, 1.098, -0.307], [-1.909, -0.643, 1.678], [-2.812, 0.364, 2.084], [0.529, -0.733, -0.497], [-0.430, -0.823, 0.485], [1.273, 0.542, -0.615], [2.517, 0.290, -1.486], [1.268, -1.500, -0.135], [0.028, -1.030, -1.405], [0.064, -0.187, 1.019], [0.723, 1.432, -1.034], [1.446, 0.784, 0.460], [2.344, -0.075, -2.508], [3.191, 1.150, -1.461], [3.101, -0.504, -1.008]], "e_above_lowest_kj_mol": 513.33, "total_charge": 1, "e_tot_ev": -7868.9707, "lumo_ev": -5.66}